Run P
This record from the OMol25 dataset describes the molecule H3NO2S. The level of theory is wB97M-V/def2-TZVPD.

Geometry as XYZ:
```
7
Properties=species:S:1:pos:R:3:lowdin_charge:R:1
N -0.81842 -0.47460 0.35568 -0.114
S 0.56171 0.34199 -0.10452 0.637
O 0.16661 0.85290 -1.44201 -0.413
O 0.95064 1.17409 1.00872 -0.364
H -1.61099 -0.11755 -0.22273 0.091
H -0.97446 -1.29633 0.87569 0.049
H 1.72491 -0.48049 -0.47083 0.114
```

- E_HOMO (Eh) = -0.395
- SMILES string = N[SH](=O)=O

---

Run Q
This record from the OMol25 dataset describes a cluster of 2 separate species, H3NO2S in total. The level of theory is wB97M-V/def2-TZVPD.

Geometry as XYZ:
```
7
Properties=species:S:1:pos:R:3:lowdin_charge:R:1
O 3.50050 -0.98852 0.29920 -0.703
S 3.39000 0.37533 -0.22501 0.688
N 0.01329 0.19917 0.27442 -0.025
O -0.77345 -0.35997 -0.78805 -0.146
H -0.37161 0.17800 1.14644 0.030
H -0.07533 1.11773 -0.09076 0.062
H -0.60031 -1.32349 -0.89562 0.094
```

- E_HOMO (alpha / beta) (Eh) = -0.328 / -0.327
- SMILES string = O=S.NO

---

Which structure is the least stable? The one labeled run Q.

---

Run P
This record from the OMol25 dataset describes the molecule C3H4F2. The level of theory is wB97M-V/def2-TZVPD.

Geometry as XYZ:
```
9
Properties=species:S:1:pos:R:3:lowdin_charge:R:1
F -2.25131 -1.22008 -0.08200 0.138
C -1.42404 -0.20184 0.02949 -0.389
F -2.38084 1.08415 0.09695 -0.109
C -0.19875 0.07827 0.75988 -0.022
C -0.16928 -0.08189 -0.76764 -0.032
H 0.21196 -0.71227 1.35846 0.108
H -0.00896 1.05980 1.13692 0.112
H 0.13802 0.62858 -1.46191 0.085
H 0.21518 -0.91879 -1.33608 0.110
```

- E_HOMO (Eh) = -0.414
- SMILES string = FC1(F)CC1

---

Run Q
This record from the OMol25 dataset describes the molecule C3H4F2. The level of theory is wB97M-V/def2-TZVPD.

Geometry as XYZ:
```
9
Properties=species:S:1:pos:R:3:lowdin_charge:R:1
F -0.07440 -0.10877 -1.87017 0.044
C 0.30344 0.40410 -0.70027 -0.289
C 0.54786 -0.61204 0.44354 -0.011
C -0.71994 0.23279 0.38477 -0.243
F -1.88624 -0.40699 -0.05289 -0.006
H 0.89334 1.32404 -0.71597 0.145
H 0.47987 -1.65428 0.26218 0.100
H 1.31692 -0.28173 1.13144 0.098
H -0.86085 1.10288 1.11736 0.163
```

- E_HOMO (Eh) = -0.385
- SMILES string = F[C@@H]1C[C@@H]1F

---

Run R
This record from the OMol25 dataset describes the molecule C3H4F2. The level of theory is wB97M-V/def2-TZVPD.

Geometry as XYZ:
```
9
Properties=species:S:1:pos:R:3:lowdin_charge:R:1
C 1.36291 0.21382 -0.07266 -0.026
C 0.32647 -0.53577 -0.30642 -0.070
C -1.09840 0.10141 0.28941 -0.322
F -1.42429 1.25592 -0.40039 0.016
F -2.05843 -0.74746 -0.15194 0.024
H 1.34780 1.20701 0.36851 0.073
H 2.34179 -0.21115 -0.29091 0.060
H 0.28079 -1.57581 -0.75164 0.121
H -1.07863 0.29203 1.31605 0.123
```

- E_HOMO (Eh) = -0.396
- SMILES string = C=CC(F)F

---

Which structure is the least stable? The one labeled run P.

---

Run P
This record from the OMol25 dataset describes the molecule C3H6OS2. The level of theory is wB97M-V/def2-TZVPD.

Geometry as XYZ:
```
12
Properties=species:S:1:pos:R:3:lowdin_charge:R:1
C -0.45035 -2.05785 0.89423 -0.130
O 0.79385 -1.40455 0.69425 -0.219
C 0.87109 -0.17897 0.15221 -1.159
S 2.31353 0.53717 -0.05419 0.696
S -0.69821 0.51857 -0.29161 0.873
C -0.20917 2.09898 -0.97590 -0.442
H -0.98456 -2.26920 -0.04080 0.085
H -0.22470 -3.02860 1.34420 0.096
H -1.09616 -1.46055 1.58227 0.093
H 0.35135 2.68745 -0.21752 0.040
H -1.14450 2.59087 -1.26159 0.034
H 0.47784 1.96669 -1.82554 0.034
```

- E_HOMO (Eh) = -0.321
- SMILES string = COC(=S)SC

---

Run Q
This record from the OMol25 dataset describes the molecule C3H6OS2. The level of theory is wB97M-V/def2-TZVPD.

Geometry as XYZ:
```
12
Properties=species:S:1:pos:R:3:lowdin_charge:R:1
C 3.03768 -0.07494 0.12753 -0.293
S 1.31006 -0.78026 0.02050 0.842
C 0.43123 0.33100 0.73022 -0.608
S -1.48001 -0.46256 0.89993 0.765
C -2.83939 0.57125 -0.41449 -0.133
O -1.37453 -1.84022 0.32356 -0.685
H 3.31417 0.06507 -0.95611 0.061
H 3.44896 -0.91586 0.55864 -0.009
H 3.12418 0.87035 0.49345 0.005
H -3.53847 -0.04895 -0.88823 -0.001
H -3.36936 1.29406 0.22104 0.021
H -2.06453 0.99106 -1.11603 0.033
```

- E_HOMO (Eh) = -0.305
- SMILES string = CSC#S(C)=O

---

Which structure is the least stable? The one labeled run Q.

---

Run P
This record from the OMol25 dataset describes the molecule C3H6OS2. The level of theory is wB97M-V/def2-TZVPD.

Geometry as XYZ:
```
12
Properties=species:S:1:pos:R:3:lowdin_charge:R:1
C -1.78750 0.92983 0.00192 -0.081
O -0.49885 0.28106 0.00110 -0.248
C -0.42053 -1.07131 -0.00144 -1.217
S -1.71055 -2.08646 -0.00454 0.649
S 1.21065 -1.64847 0.00685 0.882
C 2.21917 -0.12940 -0.01078 -0.368
H -1.56403 2.00613 -0.01648 0.098
H -2.32371 0.63705 0.91181 0.084
H -2.33452 0.59009 -0.88138 0.080
H 2.02318 0.40563 0.93118 0.045
H 3.25627 -0.43884 -0.09647 0.032
H 1.93040 0.52470 -0.84177 0.044
```

- E_HOMO (Eh) = -0.324
- SMILES string = COC(=S)SC

---

Run Q
This record from the OMol25 dataset describes a cluster of 2 separate species, C3H6OS2 in total. The level of theory is wB97M-V/def2-TZVPD.

Geometry as XYZ:
```
12
Properties=species:S:1:pos:R:3:lowdin_charge:R:1
C -0.70504 -0.22681 -0.75202 -0.294
C -1.65015 0.89578 -0.34240 -0.248
O -2.86020 1.07514 -0.18809 0.029
C 0.70493 -0.25036 -0.23668 -0.629
S 1.22427 -2.08207 -0.51884 0.608
S 2.19652 0.35471 2.38990 0.385
H -1.23217 -0.94241 -0.08284 0.120
H -1.05828 -0.58149 -1.75634 0.136
H -1.15250 1.48896 0.42580 0.103
H 1.33864 0.28202 -0.86888 0.049
H 0.82361 0.63354 0.47795 0.040
H 2.37038 -0.64703 1.45244 -0.298
```

- E_HOMO (Eh) = -0.334

---

Which structure is the least stable? The one labeled run Q.

---

Run P
This record from the OMol25 dataset describes a cluster of 2 separate species, CF2O3S in total. The level of theory is wB97M-V/def2-TZVPD.

Geometry as XYZ:
```
7
Properties=species:S:1:pos:R:3:lowdin_charge:R:1
C 0.88454 1.69240 0.49332 -0.255
O 1.88170 2.22785 0.22387 0.179
O 0.15954 -1.41245 -1.66546 -0.306
O -2.09107 -1.21526 -0.61598 -0.297
F -0.02438 1.95131 1.39344 0.123
F -0.14891 -2.15692 0.69821 -0.280
S -0.66141 -1.08693 -0.52741 0.835
```

- E_HOMO (alpha / beta) (Eh) = -0.391 / -0.433

---

Run Q
This record from the OMol25 dataset describes the molecule CF2O3S. The level of theory is wB97M-V/def2-TZVPD.

Geometry as XYZ:
```
7
Properties=species:S:1:pos:R:3:lowdin_charge:R:1
O -1.75683 -0.45060 -1.04312 0.216
C -1.13730 -0.11821 -0.11994 -0.437
F -1.61859 0.48409 0.95766 0.119
S 0.83157 0.02803 0.14782 0.712
O 1.41459 -0.50964 1.32196 -0.225
O 1.17256 1.38185 -0.11277 -0.238
F 1.09401 -0.81552 -1.15161 -0.146
```

- E_HOMO (Eh) = -0.454
- SMILES string = O=C(F)S(=O)(=O)F

---

Which structure is the least stable? The one labeled run P.

---

Run P
This record from the OMol25 dataset describes the molecule C6H11NOS2. The level of theory is wB97M-V/def2-TZVPD.

Geometry as XYZ:
```
21
Properties=species:S:1:pos:R:3:lowdin_charge:R:1
C 3.46097 -0.32024 1.44806 -0.244
C 2.08566 0.86818 -0.65150 -0.386
C 0.70742 0.91929 -0.09452 -0.267
C -0.42444 1.83483 -0.60862 -0.191
C -1.65495 2.05404 0.39449 -0.156
C -3.20561 -0.15029 0.10936 -0.677
H 2.48139 -0.65112 1.96662 0.080
H 4.35747 -0.91010 1.68825 0.025
H 3.88378 0.70850 1.67284 0.056
H 1.92977 0.91713 -1.72558 0.077
H 2.94717 1.54486 -0.22245 0.108
H 0.85823 1.12401 1.01584 0.122
H 0.12550 -0.19114 -0.18765 0.177
H -0.09746 2.80987 -0.62611 0.062
H -0.81970 1.83933 -1.65230 0.131
H -1.41912 2.39511 1.42386 0.125
H -2.30873 2.78168 -0.08031 0.108
N -2.50854 0.85102 0.40189 0.026
O 2.15224 -1.78230 -0.38170 -0.542
S 3.08507 -0.69283 -0.39785 0.837
S -4.17324 -1.51352 -0.01566 0.530
```

- E_HOMO (Eh) = -0.326

---

Run Q
This record from the OMol25 dataset describes the molecule C6H11NOS2. The level of theory is wB97M-V/def2-TZVPD.

Geometry as XYZ:
```
21
Properties=species:S:1:pos:R:3:lowdin_charge:R:1
C 1.63702 -2.21101 -0.42724 -0.083
C 2.07002 -0.16208 0.61607 -0.401
C -1.60899 1.06643 0.41729 -0.412
C -3.03543 0.55264 0.16476 -0.249
C -2.93999 -0.95171 0.09954 -0.196
C -1.71671 -1.41532 -0.15072 -0.365
H 1.87755 -3.25866 -0.24705 0.101
H 2.04006 -1.88287 -1.39043 0.104
H 0.55537 -2.05811 -0.42882 -0.004
H 2.56742 0.30534 1.46998 0.138
H 0.56463 2.28502 -1.26555 -0.118
H -1.41220 1.14630 1.48863 0.084
H -1.41771 2.03687 -0.04645 0.038
H -3.71416 0.90094 0.95126 0.105
H -3.42397 0.93777 -0.78954 0.110
H -3.81205 -1.59115 0.18442 0.092
H -1.44123 -2.45655 -0.29704 0.069
N 1.41115 0.42646 -0.29560 -0.645
O 2.24241 -1.48633 0.63994 -0.074
S 1.29948 2.13242 -0.15633 0.772
S -0.46427 -0.17825 -0.28105 0.934
```

- E_HOMO (Eh) = -0.257

---

Which structure is the least stable? The one labeled run Q.